Entry 1:
Computed, not measured: a molecular structure, C27H18Br2NO4OsPS, with ωB97M-V/def2-TZVPD.

Cartesian coordinates (Å):
Os  0.759  -1.194  -0.705
O  4.714  -1.262  -0.270
S  3.393  -0.776  -0.046
O  2.463  -1.886  0.413
O  2.655  -0.230  -1.254
C  3.299  0.469  1.160
C  4.415  0.718  1.900
C  4.475  1.660  2.885
C  3.320  2.405  3.056
C  2.146  2.191  2.347
C  2.139  1.281  1.301
P  0.665  1.019  0.270
C  -0.832  1.350  1.281
C  -1.969  2.009  0.818
C  -3.044  2.240  1.734
C  -2.882  1.737  3.048
C  -1.671  1.207  3.470
C  -0.652  0.959  2.576
C  0.638  2.078  -1.140
C  -0.369  1.759  -2.065
C  -0.422  2.588  -3.195
C  0.543  3.560  -3.338
C  1.536  3.867  -2.459
C  1.618  3.124  -1.322
H  5.286  0.137  1.644
H  5.357  2.012  3.379
H  3.273  3.155  3.933
H  1.299  2.830  2.418
H  -2.179  2.317  -0.199
H  -3.976  2.795  1.422
H  -3.622  1.955  3.748
H  -1.713  0.827  4.456
H  0.236  0.398  2.964
H  -1.080  0.913  -1.891
H  -1.179  2.342  -3.899
H  0.535  4.038  -4.262
H  2.218  4.665  -2.593
H  2.207  3.289  -0.426
Br  0.645  -4.707  -4.385
C  -0.654  -4.338  -3.168
C  -1.726  -5.214  -3.135
C  -2.632  -5.001  -2.094
Br  -4.173  -6.034  -2.125
C  -2.472  -3.991  -1.090
C  -3.365  -3.735  0.001
C  -3.133  -2.667  0.869
C  -1.926  -1.931  0.751
N  -1.096  -2.120  -0.291
C  -1.365  -3.129  -1.169
C  -0.498  -3.238  -2.301
O  0.491  -2.458  -2.350
H  -1.975  -6.059  -3.853
H  -4.206  -4.335  0.127
H  -3.842  -2.504  1.673
H  -1.672  -1.082  1.376

Atoms 1-2, force components in eV/Å:
0.2 1.3 0.1
-0.6 0.9 0.3

Summary:
- charge = +2
- gap between HOMO and LUMO (alpha / beta) (eV) = 7.17 / 5.54
- LUMO energy (alpha / beta) (eV) = -7.15 / -9.17
- HOMO (alpha / beta) (eV) = -14.33 / -14.71
- energy above the lowest of the compared OMol25 structures with the same formula, charge and spin (kJ/mol) = 59.9
- multiplicity = 5



Entry 2:
Computed, not measured: C38H65NO14 in the gas phase, with ωB97M-V/def2-TZVPD.

Cartesian coordinates (Å):
C  5.717  -1.414  -0.426
H  5.187  -0.628  -0.959
H  5.750  -1.154  0.629
H  6.736  -1.459  -0.802
C  5.023  -2.756  -0.629
H  5.545  -3.537  -0.077
H  5.026  -3.009  -1.690
C  3.574  -2.706  -0.144
H  3.536  -2.210  0.836
C  2.934  -4.119  0.004
C  2.844  -4.835  -1.337
H  3.850  -4.972  -1.722
H  2.396  -5.818  -1.218
H  2.264  -4.242  -2.034
C  1.623  -4.030  0.858
C  0.337  -4.741  0.366
C  -0.627  -4.926  1.543
H  -1.390  -5.659  1.301
H  -1.108  -3.986  1.798
H  -0.080  -5.282  2.412
C  -0.280  -3.956  -0.786
O  0.402  -3.208  -1.451
C  -1.732  -4.177  -1.140
H  -2.294  -4.554  -0.289
C  -1.751  -5.219  -2.267
H  -1.314  -6.156  -1.930
H  -2.775  -5.410  -2.578
H  -1.186  -4.860  -3.124
C  -2.385  -2.869  -1.614
H  -3.339  -3.130  -2.072
H  -1.756  -2.410  -2.377
C  -2.661  -1.853  -0.475
C  -4.016  -1.175  -0.710
H  -4.121  -0.317  -0.052
H  -4.803  -1.892  -0.481
H  -4.121  -0.857  -1.742
O  -2.729  -2.597  0.726
H  -2.637  -1.993  1.483
C  -1.507  -0.810  -0.313
H  -0.596  -1.409  -0.186
C  -1.246  0.197  -1.462
C  -2.219  1.374  -1.453
H  -1.849  2.140  -2.129
H  -2.293  1.782  -0.449
H  -3.205  1.072  -1.787
H  -1.333  -0.318  -2.422
C  0.217  0.700  -1.310
H  0.390  0.901  -0.246
O  0.403  1.916  -2.016
C  1.280  2.830  -1.403
C  1.673  3.879  -2.448
H  2.542  4.421  -2.072
H  1.951  3.371  -3.371
C  0.558  4.902  -2.704
C  1.086  6.034  -3.598
H  1.888  6.560  -3.090
H  1.469  5.645  -4.538
H  0.282  6.737  -3.799
C  0.109  5.478  -1.340
O  -0.954  6.377  -1.509
H  -1.611  5.924  -2.055
H  0.928  6.049  -0.892
C  -0.288  4.327  -0.393
C  -0.632  4.862  0.989
H  0.249  5.332  1.419
H  -1.421  5.602  0.899
H  -0.948  4.056  1.646
H  -1.156  3.821  -0.833
O  0.777  3.395  -0.233
O  -0.640  4.345  -3.237
C  -0.554  3.613  -4.437
H  -1.585  3.421  -4.732
H  -0.044  2.659  -4.284
H  -0.057  4.178  -5.231
H  2.185  2.302  -1.057
C  1.223  -0.383  -1.795
C  2.008  -0.985  -0.648
O  1.900  -0.670  0.517
O  2.817  -1.943  -1.080
C  2.175  0.082  -2.904
H  1.598  0.527  -3.709
H  2.888  0.817  -2.540
H  2.722  -0.775  -3.288
H  0.660  -1.225  -2.207
O  -1.717  -0.059  0.878
C  -0.962  -0.394  2.018
O  -1.725  -1.135  2.924
C  -2.691  -0.426  3.706
C  -4.096  -0.920  3.365
H  -4.135  -2.004  3.431
H  -4.814  -0.499  4.064
H  -4.371  -0.618  2.357
C  -2.576  1.084  3.541
H  -3.229  1.544  4.279
H  -2.899  1.379  2.541
C  -1.123  1.511  3.739
N  -0.940  2.961  3.707
C  -1.897  3.698  4.512
H  -1.946  3.345  5.554
H  -1.597  4.744  4.520
H  -2.888  3.641  4.066
C  0.410  3.318  4.106
H  1.128  2.783  3.493
H  0.607  3.075  5.161
H  0.549  4.388  3.958
H  -0.756  1.091  4.695
C  -0.294  0.873  2.608
O  0.984  0.550  3.095
H  1.513  0.201  2.364
H  -0.225  1.607  1.790
H  -2.463  -0.693  4.748
H  -0.154  -1.085  1.735
H  0.600  -5.732  -0.023
H  1.365  -2.982  1.046
O  2.021  -4.587  2.104
C  3.253  -5.099  2.045
O  3.789  -5.674  2.933
O  3.803  -4.883  0.843

Atoms 1-2, force components in eV/Å:
-0.1 -0.2 -0.1
0.0 0.1 0.0

Summary:
- gap between HOMO and LUMO (eV) = 8.89
- LUMO energy (eV) = 0.46
- HOMO (eV) = -8.43



Entry 3:
Computed, not measured: 7 unconnected molecules or ions with the total composition C44H95FN7O13PS, with ωB97M-V/def2-TZVPD.

Cartesian coordinates (Å):
C  11.131  2.031  2.073
O  11.337  1.590  0.750
C  10.347  2.120  -0.112
C  10.434  1.424  -1.457
C  10.035  -0.059  -1.400
C  8.503  -0.262  -1.384
C  7.940  -0.845  -2.709
C  7.315  -2.257  -2.539
C  5.801  -2.072  -2.392
C  5.099  -3.186  -1.583
O  4.114  -2.588  -0.751
C  2.783  -3.035  -1.022
C  2.252  -2.556  -2.375
C  0.965  -3.329  -2.754
C  0.183  -2.689  -3.929
N  -1.022  -1.974  -3.481
C  1.945  -2.693  0.248
C  1.516  -4.062  0.860
C  0.509  -3.783  1.991
C  0.490  -4.856  3.074
F  1.794  -5.129  3.476
O  0.736  -1.982  0.069
C  0.763  -0.590  -0.165
C  -0.563  -0.030  0.435
C  -1.803  -0.818  -0.067
C  -3.081  0.023  0.301
C  -3.834  0.447  -1.004
C  -4.703  1.697  -0.714
C  -5.932  1.720  -1.632
O  -6.884  2.630  -1.068
C  -7.817  3.069  -1.951
C  -9.214  3.192  -1.370
O  -7.588  3.369  -3.067
P  2.150  0.438  0.528
O  3.544  0.275  -0.246
O  2.410  -0.012  2.074
S  1.737  2.336  0.548
H  10.153  1.697  2.442
H  11.921  1.600  2.683
H  11.166  3.125  2.156
H  9.333  1.974  0.288
H  10.541  3.193  -0.230
H  9.709  1.924  -2.112
H  11.413  1.582  -1.910
H  10.491  -0.476  -0.499
H  10.500  -0.555  -2.254
H  8.175  -0.824  -0.507
H  8.086  0.743  -1.261
H  8.755  -0.854  -3.435
H  7.203  -0.133  -3.083
H  7.556  -2.829  -3.444
H  7.772  -2.686  -1.647
H  5.663  -1.168  -1.790
H  5.297  -1.885  -3.342
H  5.836  -3.771  -1.026
H  4.648  -3.878  -2.303
H  2.865  -4.127  -1.107
H  2.973  -2.840  -3.142
H  2.132  -1.473  -2.465
H  0.335  -3.548  -1.894
H  1.322  -4.302  -3.115
H  0.826  -2.077  -4.560
H  -0.166  -3.521  -4.548
H  -0.729  -1.097  -3.066
H  -1.478  -2.545  -2.782
H  2.644  -2.290  0.990
H  0.982  -4.606  0.080
H  2.396  -4.578  1.231
H  -0.505  -3.723  1.593
H  0.686  -2.824  2.486
H  -0.030  -4.447  3.946
H  -0.042  -5.765  2.793
H  0.697  -0.361  -1.238
H  -0.529  -0.180  1.519
H  -0.720  1.009  0.174
H  -1.907  -1.793  0.403
H  -1.775  -0.851  -1.154
H  -2.794  0.958  0.806
H  -3.724  -0.507  1.003
H  -4.424  -0.416  -1.316
H  -3.088  0.712  -1.754
H  -4.154  2.628  -0.846
H  -5.038  1.642  0.323
H  -5.595  2.045  -2.614
H  -6.331  0.703  -1.676
H  -9.124  3.454  -0.318
H  -9.774  2.267  -1.467
H  -9.677  4.025  -1.887
H  3.406  0.068  -1.184
H  1.547  -0.363  2.362
C  3.480  -3.152  5.287
N  3.727  -1.991  6.121
C  3.630  -0.664  5.536
C  4.045  -2.101  7.426
O  4.262  -1.166  8.173
H  4.195  -3.163  4.461
H  2.467  -3.106  4.885
H  3.590  -4.069  5.863
H  4.584  -0.147  5.639
H  2.868  -0.086  6.062
H  3.370  -0.739  4.484
H  4.093  -3.149  7.772
C  3.678  7.008  -1.098
N  4.070  5.937  -1.991
C  3.532  4.603  -1.773
C  4.920  6.135  -3.018
O  5.284  5.275  -3.797
H  3.969  6.760  -0.075
H  2.594  7.142  -1.139
H  4.160  7.940  -1.387
H  4.351  3.904  -1.602
H  2.983  4.283  -2.661
H  2.868  4.601  -0.914
H  5.270  7.180  -3.094
C  -12.288  4.195  3.731
N  -12.055  3.764  2.368
C  -12.152  2.348  2.050
C  -11.752  4.630  1.385
O  -11.545  4.324  0.225
H  -11.567  3.717  4.397
H  -13.299  3.915  4.036
H  -12.181  5.276  3.812
H  -11.196  2.001  1.649
H  -12.921  2.199  1.297
H  -12.404  1.783  2.942
H  -11.704  5.677  1.731
C  -2.200  6.137  1.344
N  -2.923  5.119  2.079
C  -4.020  5.514  2.946
C  -2.611  3.814  1.986
O  -3.175  2.910  2.574
H  -1.751  6.846  2.043
H  -2.887  6.672  0.685
H  -1.413  5.685  0.744
H  -3.811  5.200  3.969
H  -4.940  5.027  2.619
H  -4.148  6.594  2.915
H  -1.766  3.609  1.303
C  6.554  -7.474  -5.596
N  7.063  -6.194  -5.144
C  8.209  -6.162  -4.250
C  6.509  -5.027  -5.525
O  6.898  -3.928  -5.175
H  6.243  -8.070  -4.735
H  7.335  -8.009  -6.138
H  5.700  -7.332  -6.255
H  7.935  -5.662  -3.320
H  9.021  -5.602  -4.715
H  8.541  -7.175  -4.035
H  5.647  -5.156  -6.202
C  -15.224  -2.325  1.461
N  -14.727  -1.043  1.921
C  -13.517  -1.005  2.724
C  -15.355  0.113  1.627
O  -14.996  1.221  1.981
H  -15.445  -2.963  2.319
H  -14.468  -2.810  0.839
H  -16.131  -2.193  0.876
H  -13.733  -0.550  3.692
H  -12.762  -0.401  2.220
H  -13.137  -2.013  2.872
H  -16.260  -0.035  1.014

Atoms 1-2, force components in eV/Å:
0.0 -0.1 0.0
-0.3 0.0 0.2

Summary:
- gap between HOMO and LUMO (eV) = 9.06
- LUMO energy (eV) = 0.30
- HOMO (eV) = -8.75
- SMILES string = COCCCCCCCCO[C@H](CCCN)[C@H](CCCF)O[C@@H](CCCCCCOC(C)=O)P(O)(O)=S.CN(C)C=O.CN(C)C=O.CN(C)C=O.CN(C)C=O.CN(C)C=O.CN(C)C=O